[1]
Here is a structure of composition C4H10Cl3MgO2 from the Open Molecules 2025 dataset. Energies are from ωB97M-V/def2-TZVPD.

Geometry as XYZ:
```
20
Properties=species:S:1:pos:R:3:forces:R:3
Cl 2.7347 4.7076 7.8133 -0.3 -0.1 0.7
Cl 5.8743 4.8191 5.6413 0.0 0.2 0.0
Cl 2.3925 5.1969 3.9907 -0.3 0.0 -0.5
Mg 3.6121 5.3601 5.8687 0.6 -0.4 -0.3
O 3.6338 7.4072 6.0164 0.1 0.0 0.7
O 5.4010 8.6757 8.1253 0.1 0.1 -0.1
C 6.4275 7.8047 7.6810 0.2 -0.2 0.5
C 3.2225 8.1234 7.1617 -0.7 0.8 0.8
C 4.1487 8.0621 8.3600 0.4 -0.3 -0.1
C 4.1827 8.1780 4.9701 0.4 -0.1 -0.5
H 4.2725 7.0281 8.7073 0.0 0.1 -0.1
H 4.9428 7.5662 4.4812 -0.1 0.0 0.0
H 3.0832 9.1918 6.9419 0.1 -0.2 -0.4
H 2.2377 7.7663 7.4744 0.1 -0.3 -0.1
H 4.6661 9.0659 5.3736 -0.1 0.1 0.0
H 6.3143 7.4900 6.6471 0.0 0.0 -0.1
H 7.3725 8.3317 7.8325 -0.1 0.0 -0.2
H 3.7005 8.6538 9.1627 -0.3 -0.1 0.0
H 3.4000 8.4155 4.2495 0.0 0.2 0.0
H 6.4687 6.8941 8.2943 -0.1 0.1 -0.1
```
Forces are in eV/Å.

Orbital gap ... 9.15 eV
Net charge ... -1
Electronic energy ... -1889.83458 a.u.
HOMO energy ... -5.945 eV
LUMO ... 3.208 eV


[2]
Here is the molecule C4H10ClP from the Open Molecules 2025 dataset. Energies are from ωB97M-V/def2-TZVPD.

Geometry as XYZ:
```
16
Properties=species:S:1:pos:R:3:forces:R:3
Cl -1.5696 -1.7994 -1.5917 -0.6 1.1 0.7
P -0.1383 0.4591 -0.6843 1.6 0.9 -2.4
C -1.4717 -0.6314 -0.1482 -0.8 -2.5 -1.5
C -0.0634 1.5342 0.7577 1.5 1.6 -0.6
C -1.1103 -1.5306 0.9789 -3.4 0.6 0.2
C 1.6587 0.2080 -1.0021 2.1 1.7 -1.7
H -0.8911 1.4154 1.4633 0.3 0.3 -0.2
H -0.2010 -2.0407 0.9486 1.9 -0.5 -0.4
H -0.3529 1.2860 -1.8894 -0.7 -0.8 1.4
H 2.2963 1.1187 -1.2821 -0.8 -0.4 -0.5
H 2.2083 0.0327 -0.1184 0.2 -1.2 1.4
H 0.9366 1.3016 1.1745 -0.7 0.1 0.5
H 0.0937 2.5946 0.3473 -0.7 -1.3 0.9
H 1.8324 -0.5715 -1.7782 -0.2 0.6 0.8
H -1.9031 -2.2544 0.8901 0.0 -0.9 0.3
H -1.3245 -1.1222 1.9339 0.3 0.8 1.1
```
Forces are in eV/Å.

Orbital gap (alpha / beta) ... 4.97 / 9.11 eV
Electronic energy ... -959.71255 a.u.
HOMO energy (alpha / beta) ... -4.030 / -10.491 eV
2S+1 ... 3
LUMO (alpha / beta) ... 0.941 / -1.384 eV


[3]
Here is a cluster of 2 separate species, C4H10F2 in total from the Open Molecules 2025 dataset. Energies are from ωB97M-V/def2-TZVPD.

Geometry as XYZ:
```
16
Properties=species:S:1:pos:R:3:forces:R:3
F -1.1031 1.2118 -0.6353 -0.2 0.3 -0.2
F 2.8462 -0.4161 -0.7104 0.2 -0.1 -0.1
C 1.4789 0.9616 0.6505 -0.1 0.0 0.2
C 1.5256 -0.1345 -0.3904 -0.1 0.2 0.1
C -1.4279 -0.8394 0.5080 -0.2 0.0 0.2
C -1.6852 -0.0427 -0.7513 -0.3 -0.5 0.0
H -2.7595 0.0965 -0.9228 0.2 0.1 0.0
H -1.8557 -0.3289 1.3761 0.0 -0.1 -0.1
H 1.0634 -1.0582 -0.0194 0.6 0.2 -0.3
H 0.4411 1.1952 0.9126 0.4 0.0 -0.1
H 2.0055 0.6530 1.5550 0.0 0.0 0.0
H -1.2542 -0.5363 -1.6301 0.0 0.1 0.1
H 1.9526 1.8674 0.2699 0.0 0.0 0.0
H -1.8820 -1.8336 0.4307 0.0 0.2 0.0
H -0.3558 -0.9621 0.6659 -0.7 -0.1 0.2
H 1.0101 0.1664 -1.3091 0.2 0.0 0.1
```
Forces are in eV/Å.

Orbital gap ... 12.53 eV
Electronic energy ... -358.10895 a.u.
HOMO energy ... -11.488 eV
LUMO ... 1.045 eV


Results for strongest force on any atom: 1.38 3.44 0.73 (in eV Å⁻¹, following the order of the records).